DFT (ωB97M-V/def2-TZVPD) results for a molecular structure, C6H14N4O2.

Element x y z (Å)
O -0.314 -0.290 2.113
O 1.191 -0.130 -1.278
N 3.256 -1.278 0.157
N -1.058 -2.043 0.460
N 2.393 -0.295 0.753
N -1.003 -2.308 -0.885
C -0.579 1.936 -0.231
C 1.424 0.442 -0.150
C -1.623 0.833 -0.719
C -1.082 -0.674 1.080
C 0.855 1.717 0.347
C -2.324 -0.068 0.515
H -1.868 -2.681 -1.171
H -0.319 2.397 -1.252
H 1.040 2.091 1.618
H -3.247 0.639 1.098
H -2.539 1.311 -0.987
H -2.967 -0.781 -0.097
H 1.699 2.477 -0.297
H -0.425 -1.685 -1.616
H -1.102 0.119 -1.426
H 3.235 -1.043 -1.127
H 4.273 -0.974 0.210
H -0.201 -2.411 0.826
H -0.812 2.967 0.257
H 2.096 -0.268 1.802

**Total charge**: 0
**Energy above the lowest of the compared OMol25 structures with the same formula, charge and spin**: 9.2758 eV

DFT (ωB97M-V/def2-TZVPD) results for a molecular structure, C6H14N4O3Si.

Element x y z (Å)
Si 0.179 -0.590 0.242
O 0.473 0.094 -1.160
O -2.097 -0.126 0.630
O 2.208 -2.136 -0.220
N -0.004 -2.289 -0.043
N -4.359 0.697 0.665
N 1.297 -4.215 -0.507
N -2.791 1.424 -0.858
C 1.230 -2.880 -0.225
C 1.210 1.281 -1.321
C 0.995 2.112 -0.099
C -3.182 0.542 0.183
C 0.945 0.390 1.642
C 1.718 1.620 1.130
H 1.170 3.185 -0.379
H -4.996 1.278 0.193
H 1.743 2.472 1.789
H 2.174 -4.706 -0.411
H 1.395 -0.338 2.328
H -0.054 1.920 0.095
H 0.565 -4.897 -0.264
H 1.057 1.778 -2.247
H 0.340 0.892 2.435
H -0.898 -2.734 -0.180
H 2.230 0.953 -1.343
H 2.700 1.397 0.716
H -1.775 1.435 -1.110
H -3.474 1.440 -1.679

**Total charge**: 0
**Energy above the lowest of the compared OMol25 structures with the same formula, charge and spin**: 2.5456 eV

DFT (ωB97M-V/def2-TZVPD) results for 2 unconnected molecules or ions with the total composition C6H14N5.

Element x y z (Å)
N 0.316 -0.694 0.196
N 1.407 1.821 0.370
N 3.017 0.185 -0.339
N 1.237 -2.363 1.541
N 0.750 -1.602 0.854
C -1.856 0.238 1.091
C 2.007 0.692 0.014
C -1.147 0.775 -1.203
C 3.582 -0.965 -0.823
C -1.108 -0.334 -0.098
C -1.821 -1.736 -0.510
H -0.914 1.805 -0.949
H -0.555 0.378 -1.974
H -1.250 0.829 1.680
H -1.220 -2.351 -1.224
H -2.768 0.746 0.782
H -2.370 -0.525 1.633
H 3.261 -0.877 -1.803
H -1.813 -2.236 0.426
H 4.702 -0.999 -0.609
H 1.623 2.125 1.304
H -2.790 -1.331 -0.839
H 3.108 -1.807 -0.301
H -2.126 0.756 -1.583
H 0.422 1.847 0.126

**Total charge**: +1
**Energy above the lowest of the compared OMol25 structures with the same formula, charge and spin**: 6.0172 eV

DFT (ωB97M-V/def2-TZVPD) results for 2 unconnected molecules or ions with the total composition C6H14N5.

Element x y z (Å)
N 0.916 -2.483 -0.449
N -1.653 0.421 -1.515
N -0.895 -0.513 -1.238
N 0.747 0.824 0.911
N -0.073 -1.988 0.348
C -1.661 -0.509 1.069
C -2.526 1.019 -0.627
C 1.565 1.463 -0.034
C 2.679 0.570 -0.578
C -2.533 0.479 0.805
C -0.775 -0.922 0.083
H 2.425 -0.156 -1.412
H 2.875 -0.091 0.207
H 0.923 1.756 -0.819
H 1.166 -3.410 -0.329
H -3.454 0.796 -1.253
H 1.210 0.132 1.448
H -2.320 2.101 -0.968
H -0.213 -2.427 1.237
H -1.645 -0.929 2.116
H -3.255 0.898 1.478
H 1.945 2.433 0.358
H 0.384 1.668 1.418
H 0.649 -2.320 -1.373
H 3.520 1.187 -0.884

**Total charge**: +1
**Energy above the lowest of the compared OMol25 structures with the same formula, charge and spin**: 6.0003 eV

DFT (ωB97M-V/def2-TZVPD) results for 2 unconnected molecules or ions with the total composition C6H14NO.

Element x y z (Å)
O -0.275 -1.981 3.567
N 1.721 0.114 1.222
C -0.653 0.395 -1.903
C -1.205 1.523 -2.754
C 1.278 -0.475 2.545
C -0.088 -1.206 2.489
C 0.191 -0.537 -2.353
C -0.996 0.537 -0.444
H 1.368 -0.435 0.447
H 1.272 0.342 3.267
H -2.250 1.652 -2.470
H 2.726 0.004 1.175
H -0.855 -0.403 0.081
H -0.069 -1.798 1.530
H 2.007 -1.221 2.875
H 0.551 -0.617 -3.368
H -0.404 1.295 0.074
H 0.453 -1.333 -1.664
H -2.046 0.826 -0.307
H -0.897 -0.423 2.373
H -0.681 2.460 -2.562
H -1.147 1.282 -3.818

**Total charge**: -1
**Energy above the lowest of the compared OMol25 structures with the same formula, charge and spin**: 1.3439 eV

DFT (ωB97M-V/def2-TZVPD) results for 2 unconnected molecules or ions with the total composition C6H14NO.

Element x y z (Å)
O -0.984 -2.264 -0.659
N 0.887 0.335 0.930
C -0.799 -1.576 0.475
C -2.602 0.987 -0.287
C -1.382 1.005 0.630
C 1.930 0.449 0.140
C 2.645 -0.847 -0.227
C -0.351 -0.065 0.260
H 1.545 1.216 -1.788
H 2.670 1.190 0.493
H -1.767 -1.429 1.027
H -2.358 0.643 -1.289
H 1.928 -1.626 -0.512
H -0.013 -2.032 1.120
H -3.295 0.228 0.091
H 3.179 -1.190 0.652
H 1.430 0.863 -1.002
H -0.250 0.043 -0.823
H -0.901 1.980 0.503
H -3.130 1.940 -0.281
H -1.616 0.885 1.692
H 3.236 -0.736 -1.145

**Total charge**: -1
**Energy above the lowest of the compared OMol25 structures with the same formula, charge and spin**: 4.7318 eV

no.,gap between HOMO and LUMO (eV),maximum force (Eh/bohr),lowest unoccupied orbital energy (Eh)
1,8.926,0.148,0.016
2,8.114,0.078,0.012
3,9.645,0.083,-0.151
4,8.059,0.083,-0.176
5,5.536,0.022,0.121
6,5.821,0.108,0.126